Record 1
{
  "formula": "C19H58N8O10",
  "method": "ωB97M-V/def2-TZVPD",
  "e_homo_ha": -0.345,
  "smiles": "NC(N)=O.NC(N)=O.NC(N)=O.NC(N)=O.CC(C)O.CC(C)O.CC(C)O.CC(C)O.CC(C)O.O",
  "e_lumo_ev": 0.162,
  "total_charge": 0,
  "relative_energy_kj_mol": 0.0,
  "symbols": ["N", "C", "N", "O", "H", "H", "H", "H", "N", "C", "N", "O", "H", "H", "H", "H", "N", "C", "N", "O", "H", "H", "H", "H", "N", "C", "N", "O", "H", "H", "H", "H", "C", "C", "C", "O", "H", "H", "H", "H", "H", "H", "H", "H", "C", "C", "C", "O", "H", "H", "H", "H", "H", "H", "H", "H", "C", "C", "C", "O", "H", "H", "H", "H", "H", "H", "H", "H", "C", "C", "C", "O", "H", "H", "H", "H", "H", "H", "H", "H", "C", "C", "C", "O", "H", "H", "H", "H", "H", "H", "H", "H", "O", "H", "H"],
  "xyz": [[-3.7564, 2.4660, 3.6146], [-4.9552, 1.8180, 3.6554], [-5.5904, 1.8020, 4.8822], [-5.4306, 1.2141, 2.7063], [-3.3604, 2.8234, 4.4622], [-3.1976, 2.4231, 2.7793], [-6.4732, 1.3308, 4.8794], [-5.1563, 2.2031, 5.6888], [1.3992, -2.4678, -2.8759], [0.4491, -1.6437, -3.3965], [0.7977, -0.3207, -3.4928], [-0.6685, -2.0419, -3.7338], [2.3666, -2.1950, -2.8643], [1.0792, -3.3518, -2.5191], [1.6537, -0.0156, -3.0603], [0.1774, 0.3404, -3.9164], [4.2773, 0.5591, -4.0353], [3.8144, 0.4295, -2.7516], [3.0270, 1.4820, -2.3469], [4.0273, -0.5490, -2.0495], [5.0406, -0.0139, -4.3424], [4.0133, 1.3473, -4.5950], [2.7882, 1.5203, -1.3706], [2.8664, 2.3229, -2.8701], [2.7683, -5.4375, 0.8853], [2.4160, -4.3430, 0.1313], [3.2203, -3.2494, 0.3518], [1.4868, -4.3786, -0.6707], [2.2335, -6.2799, 0.8025], [3.5085, -5.3987, 1.5590], [3.0218, -2.3516, -0.0483], [4.0475, -3.3526, 0.9073], [-2.6712, 3.6110, -3.6599], [-1.9308, 2.6252, -2.7998], [-0.4011, 2.7776, -2.8954], [-2.2727, 2.8307, -1.4257], [-2.1240, 3.8828, -4.5672], [-2.9238, 4.4944, -3.0761], [-3.5843, 3.2125, -4.1125], [-2.1679, 1.5768, -3.0144], [0.1183, 1.8759, -2.5669], [-0.0344, 3.6489, -2.3541], [-0.0901, 2.9217, -3.9436], [-1.8867, 2.0969, -0.8979], [0.7703, 4.2977, 1.4916], [-0.6774, 4.7574, 1.3301], [-0.7892, 5.7565, 0.1789], [-1.6165, 3.7112, 1.2948], [1.2386, 4.1429, 0.5070], [0.8998, 3.3119, 1.9456], [1.3832, 5.0324, 2.0124], [-0.9077, 5.3619, 2.2169], [-0.2154, 6.6457, 0.4486], [-1.8376, 6.0327, 0.0559], [-0.3884, 5.4109, -0.7751], [-1.8743, 3.5377, 0.3772], [-1.1952, -0.5509, 1.8492], [-0.5290, 0.0194, 0.6047], [0.3927, -0.9172, -0.1479], [-1.4871, 0.5258, -0.3216], [-2.0152, -1.2175, 1.5901], [-1.4753, 0.2822, 2.4911], [-0.4854, -1.1466, 2.4353], [0.0256, 0.9052, 0.9438], [0.9855, -0.4255, -0.9217], [-0.1822, -1.7854, -0.4825], [1.1985, -1.3742, 0.4393], [-1.7276, -0.2337, -0.8805], [3.4541, 0.1198, 4.1994], [3.3296, 0.0689, 2.6933], [3.4040, 1.4238, 1.9733], [4.2270, -0.8840, 2.1440], [4.3954, 0.5794, 4.5069], [3.2508, -0.8570, 4.6314], [2.6888, 0.7874, 4.6131], [2.3204, -0.2540, 2.4300], [2.9099, 2.1831, 2.5873], [2.8433, 1.3327, 1.0455], [4.4213, 1.8146, 1.8821], [4.9255, -0.5168, 1.5976], [-2.0779, -4.3040, 0.9381], [-2.0472, -5.0730, -0.3688], [-1.8521, -6.5677, -0.1360], [-3.2332, -4.9102, -1.1458], [-2.5175, -3.3093, 0.8236], [-1.1539, -4.2501, 1.5050], [-2.8706, -4.7716, 1.5442], [-1.1935, -4.7376, -0.9580], [-0.8093, -6.7951, 0.1064], [-2.0593, -7.1175, -1.0552], [-2.4890, -6.9847, 0.6482], [-3.9883, -5.2088, -0.6278], [-2.4738, -1.6788, -1.5991], [-3.1060, -2.4078, -1.6055], [-1.7118, -2.0078, -2.1091]]
}



Record 2
{
  "formula": "C14H22O4S",
  "method": "ωB97M-V/def2-TZVPD",
  "e_homo_ha": -0.320,
  "smiles": "CCOC(=O)[C@H]1C(=O)CC(=O)C[C@@H]1C[C@H](C)SCC",
  "e_lumo_ev": 0.618,
  "total_charge": 0,
  "relative_energy_kj_mol": 0.0,
  "symbols": ["C", "C", "O", "C", "O", "C", "C", "O", "C", "C", "O", "C", "C", "C", "C", "C", "S", "C", "C", "H", "H", "H", "H", "H", "H", "H", "H", "H", "H", "H", "H", "H", "H", "H", "H", "H", "H", "H", "H", "H", "H"],
  "xyz": [[-1.8863, 1.7098, -4.1180], [-0.8239, 0.6741, -3.7846], [-0.0068, 1.1138, -2.6939], [-0.4659, 0.9212, -1.4679], [-1.4655, 0.3153, -1.1818], [0.4395, 1.5945, -0.4384], [-0.2024, 2.9604, -0.2160], [-0.1408, 3.8440, -1.0266], [-0.9002, 3.0812, 1.1095], [0.1204, 2.8500, 2.2114], [0.2566, 3.6090, 3.1313], [0.9583, 1.6093, 2.0236], [0.5241, 0.7538, 0.8386], [1.4662, -0.4317, 0.6035], [1.5046, -1.4480, 1.7452], [2.2921, -2.6897, 1.3583], [-0.1698, -1.8726, 2.3769], [-0.9993, -2.6722, 0.9556], [-1.0025, -4.1852, 1.0680], [-1.4208, 2.6754, -4.2986], [-2.4309, 1.4021, -5.0059], [-2.5856, 1.8076, -3.2911], [-1.2875, -0.2815, -3.5182], [-0.1309, 0.5354, -4.6164], [1.4160, 1.7497, -0.9051], [-1.3629, 4.0624, 1.2201], [-1.6579, 2.2977, 1.1795], [1.9983, 1.9303, 1.9092], [0.9025, 1.0309, 2.9482], [-0.4730, 0.3492, 1.0427], [1.1559, -0.9386, -0.3146], [2.4852, -0.0680, 0.4430], [1.9623, -0.9960, 2.6285], [3.3251, -2.4223, 1.1421], [2.2843, -3.4098, 2.1729], [1.8696, -3.1571, 0.4712], [-0.5066, -2.3317, 0.0481], [-2.0171, -2.2833, 0.9612], [0.0101, -4.5813, 1.0747], [-1.4946, -4.4907, 1.9882], [-1.5400, -4.6172, 0.2256]]
}



Record 3
{
  "formula": "C3H38NO17",
  "method": "ωB97M-V/def2-TZVPD",
  "e_homo_ha": -0.470,
  "e_lumo_ev": -2.169,
  "total_charge": 1,
  "relative_energy_kj_mol": 110.7,
  "symbols": ["O", "C", "C", "C", "O", "N", "H", "H", "H", "H", "H", "H", "H", "H", "H", "H", "O", "H", "H", "O", "H", "H", "O", "H", "H", "O", "H", "H", "O", "H", "H", "O", "H", "H", "O", "H", "H", "O", "H", "H", "O", "H", "H", "O", "H", "H", "O", "H", "H", "O", "H", "H", "O", "H", "H", "O", "H", "H", "O"],
  "xyz": [[-1.5143, -2.0084, 0.0873], [-0.6278, -1.5626, -0.6010], [0.2518, -0.4477, 0.0036], [1.5179, -0.1360, -0.8146], [1.2895, 1.1235, -1.4514], [0.6122, -0.8959, 1.3739], [-0.3963, -1.8992, -1.6204], [-0.3289, 0.4788, 0.0370], [1.7202, -0.9138, -1.5616], [2.4107, -0.0472, -0.1885], [1.7138, 1.1542, -2.3469], [0.9821, -1.8517, 1.3337], [1.3104, -0.3172, 1.8456], [-0.2305, -0.8922, 1.9540], [2.2765, 1.6206, -4.4958], [2.1374, 0.1318, -4.1390], [2.5198, 0.9832, -3.8237], [1.4054, -1.0021, 4.0258], [1.8240, -2.4797, 4.2306], [1.3947, -1.8997, 3.6017], [2.1546, -3.9761, -3.1931], [1.8079, -2.4716, -3.3551], [2.0465, -3.1581, -2.6920], [2.2623, 2.0898, 1.4410], [3.4740, 1.6929, 2.3521], [2.6622, 1.3549, 1.9586], [-3.6576, -0.1222, 2.2085], [-2.9698, -0.9191, 1.0756], [-3.6535, -0.2473, 1.2345], [1.6078, -3.1575, -1.0174], [0.9461, -4.0518, 0.0904], [1.1519, -3.1333, -0.1445], [-2.5016, 0.5589, -1.5438], [-2.9570, -0.9078, -1.9395], [-2.2000, -0.3014, -1.9734], [-0.1473, 3.1782, 0.8799], [-1.3349, 3.9370, 1.4890], [-1.0690, 3.0555, 1.2085], [1.4230, 2.4016, -0.3745], [1.8153, 3.9247, -0.1335], [1.4444, 3.1482, 0.2988], [1.8932, 1.1526, 3.5407], [0.3941, 0.8894, 3.9784], [1.3335, 0.7487, 4.2314], [0.3951, -0.9588, -4.5286], [1.4250, -1.5546, -5.5212], [1.3159, -1.3360, -4.5850], [-3.7244, -0.3188, 4.5649], [-4.3328, 1.0248, 4.0159], [-3.6036, 0.3915, 3.9205], [-3.4439, 1.0527, 0.1369], [-2.4449, 2.2026, -0.1348], [-3.1403, 1.6818, -0.5613], [-1.5048, -0.1125, -3.5451], [-1.8619, -0.1971, -5.0848], [-1.1323, -0.1759, -4.4579], [-1.9265, 0.8246, 3.4053], [-1.1383, 1.7371, 2.3850], [-1.0773, 0.9134, 2.9196]]
}



Record 4
{
  "formula": "C2H3NO2",
  "method": "ωB97M-V/def2-TZVPD",
  "e_homo_ha": [-0.367, -0.333],
  "e_lumo_ev": [-1.107, -0.721],
  "total_charge": 0,
  "relative_energy_kj_mol": 761.4,
  "symbols": ["C", "C", "N", "O", "O", "H", "H", "H"],
  "xyz": [[-0.5750, -0.4327, -0.0007], [-1.6434, 0.2862, -0.2258], [0.3421, -1.1343, 0.1438], [1.9029, -0.2133, -0.1386], [1.8779, 1.0685, 0.1042], [-1.9755, 0.2226, -1.1451], [-2.0630, 0.8463, 0.5966], [2.1340, -0.6433, 0.6656]]
}



Record 5
{
  "formula": "C16H10AgCl2N4O2",
  "method": "ωB97M-V/def2-TZVPD",
  "e_homo_ha": -0.207,
  "e_lumo_ev": 2.489,
  "total_charge": -1,
  "symbols": ["Ag", "Cl", "C", "C", "C", "C", "C", "Cl", "C", "N", "C", "C", "C", "C", "C", "C", "C", "C", "O", "O", "H", "H", "H", "H", "H", "H", "H", "H", "H", "H", "N", "C", "N", "C", "N"],
  "xyz": [[-0.1812, 0.3786, 0.3376], [-2.0000, 0.9356, 4.5220], [-1.5490, -0.6042, 3.8591], [-0.2191, -0.7834, 3.5220], [0.2359, -2.0086, 3.0700], [-0.6531, -3.0649, 2.9690], [-1.9792, -2.8667, 3.2888], [-3.0806, -4.2116, 3.1034], [-2.4923, -1.6326, 3.7168], [-3.8395, -1.4998, 4.0120], [-4.6192, -0.3579, 3.6405], [-5.2858, 0.3492, 4.6332], [-6.0255, 1.4753, 4.3170], [-6.0833, 1.9037, 2.9964], [-5.4430, 1.1774, 2.0063], [-4.7269, 0.0200, 2.3012], [-4.1111, -0.7999, 1.2001], [-2.6777, -0.3986, 0.8195], [-2.3993, 0.8288, 0.7872], [-1.8731, -1.3195, 0.5516], [0.4627, 0.0490, 3.6298], [1.2751, -2.1411, 2.8026], [-0.3302, -4.0343, 2.6166], [-4.3433, -2.3705, 3.9820], [-5.1807, 0.0184, 5.6589], [-6.5319, 2.0295, 5.0975], [-6.6351, 2.7990, 2.7376], [-5.4926, 1.5048, 0.9748], [-4.7092, -0.6847, 0.2933], [-4.0961, -1.8579, 1.4564], [1.7495, 0.8525, -0.2224], [2.7551, 0.9864, -0.7982], [3.8501, 1.2601, -1.3855], [4.7663, 0.5020, -1.9217], [5.6350, -0.0883, -2.4193]]
}



Record 6
{
  "formula": "C4H5N",
  "method": "ωB97M-V/def2-TZVPD",
  "e_homo_ha": [-0.277, -0.277],
  "e_lumo_ev": [0.427, 0.426],
  "total_charge": 0,
  "relative_energy_kj_mol": 514.7,
  "symbols": ["C", "C", "N", "C", "C", "H", "H", "H", "H", "H"],
  "xyz": [[-0.0804, -1.4904, 0.5202], [0.9233, 0.5808, -0.2269], [0.9738, -0.6306, 0.2951], [-0.2803, 1.2902, -0.3729], [-1.3253, 1.8932, -0.4429], [1.8628, 1.0344, -0.5085], [-1.1087, -1.1544, 0.4355], [0.1550, -2.3608, 1.1134], [1.1148, -1.5991, -0.3165], [-2.2349, 2.4367, -0.4966]]
}



Number 3 is which compound? C3H38NO17